Record 1
Formula: C2H6N2O
Source: OMol25
Level of theory: the ωB97M-V functional and the def2-TZVPD basis

```
11
Properties=species:S:1:pos:R:3:forces:R:3
H -0.1475 -0.4344 -2.0031 -0.215 0.027 0.172
H 0.5539 2.1777 0.9137 0.044 0.065 -0.019
H -1.5908 1.2167 0.4126 0.430 -0.412 -0.227
H 0.4942 -2.5735 -0.1601 -0.105 0.160 0.224
C -0.1723 -1.0596 -1.1070 0.321 1.070 -0.393
C 0.4110 1.1012 0.8509 -0.087 -0.077 0.117
N -0.7285 0.8629 -0.0188 -0.470 0.178 -0.223
H 1.2890 0.6515 0.3915 0.083 0.075 0.033
O -0.9327 -0.5611 -0.0931 -0.231 0.043 0.567
H 0.2829 0.6926 1.8569 0.010 -0.040 0.013
N 0.5407 -2.0741 -1.0434 0.219 -1.089 -0.265
```
Forces are in eV/Å.

Its LUMO energy is 1.016 eV. The net charge is 0. As for the SMILES: [H]/N=C\ONC.

=====

Record 2
Formula: CH2IO3S
Source: OMol25
Level of theory: the ωB97M-V functional and the def2-TZVPD basis

```
8
Properties=species:S:1:pos:R:3:forces:R:3
O -1.0666 -1.1879 1.7638 0.518 -0.518 -0.631
C 0.0765 1.8785 -0.8857 -0.216 -0.494 -1.921
S -0.0976 -1.3065 0.6764 -1.104 0.839 0.562
O 1.0586 -2.1311 0.9409 -0.276 -0.375 -0.492
H 0.7981 1.4846 -1.7721 -1.896 0.475 2.081
I 0.9199 1.0538 0.8721 -0.358 0.053 -0.656
O -0.6723 -1.2129 -0.6601 0.880 -0.610 0.987
H -1.0166 1.4215 -0.9353 2.451 0.630 0.070
```
Forces are in eV/Å.

Its LUMO energy is 3.160 eV. The net charge is -1.

=====

Record 3
Formula: C2H7NS
Source: OMol25
Level of theory: the ωB97M-V functional and the def2-TZVPD basis

```
11
Properties=species:S:1:pos:R:3:forces:R:3
H 0.3999 -0.0727 -1.6235 -0.059 0.164 -0.249
H -0.2164 -1.3414 -0.6220 -0.766 0.083 -0.412
N -0.3972 0.5627 0.2409 -3.160 -1.252 0.252
H -1.5034 0.8481 1.8148 -1.173 0.578 0.971
H -1.3868 -0.0335 -1.4202 0.010 -1.034 -0.585
S 2.5338 0.1615 0.5589 2.323 0.612 1.718
H 1.2007 0.6775 0.6809 -0.722 -1.071 -1.573
H -2.2430 -0.3561 0.4348 -0.027 1.374 0.739
H 3.6219 -0.5687 0.0830 -1.964 0.314 -0.423
C -0.4388 -0.3295 -0.9844 1.433 1.402 0.988
C -1.5708 0.4521 0.8368 4.104 -1.170 -1.427
```
Forces are in eV/Å.

Its LUMO energy is -0.021 eV. The net charge is 0. As for the SMILES: C=NC.S.